The following is a quantum chemistry calculation of C19H18BF4N10O2ReS as an isolated structure, from the OMol25 dataset.

Structure (XYZ):
```
56
Properties=species:S:1:pos:R:3:lowdin_charge:R:1
Re -0.115 0.074 0.375 1.532
O 0.460 -0.585 2.165 -0.289
N 1.103 -1.723 2.251 0.076
N 1.109 -2.351 1.167 -0.166
O 0.521 -1.867 0.094 -0.265
C 1.760 -3.636 1.044 -0.159
C 2.115 -4.327 2.191 -0.006
C 2.751 -5.546 2.041 -0.054
C 3.017 -6.048 0.773 -0.055
C 2.647 -5.334 -0.357 -0.050
C 2.010 -4.109 -0.232 0.006
H 1.896 -3.927 3.170 0.117
H 3.035 -6.108 2.919 0.115
H 3.517 -7.001 0.667 0.114
H 2.855 -5.725 -1.343 0.116
H 1.720 -3.533 -1.098 0.123
N -2.353 -2.530 -0.025 0.217
C -2.941 -1.465 0.509 -0.403
N -4.236 -1.542 0.784 0.201
C -4.794 -0.467 1.323 -0.404
N -6.087 -0.506 1.628 0.204
N -4.142 0.700 1.594 0.203
C -2.878 0.684 1.301 -0.261
N -2.187 -0.355 0.786 0.031
C -2.093 1.923 1.547 -0.160
C -2.669 3.044 2.103 0.032
C -1.884 4.172 2.294 -0.001
C -0.552 4.136 1.924 -0.003
C -0.033 2.978 1.374 -0.074
N -0.792 1.889 1.186 -0.058
H -2.969 -3.268 -0.325 0.134
H -1.451 -2.456 -0.472 0.075
H -6.622 -1.328 1.409 0.125
H -6.537 0.313 1.997 0.121
H -3.714 3.010 2.371 0.124
H -2.311 5.066 2.728 0.127
H 0.095 4.991 2.055 0.125
H 1.003 2.896 1.079 0.074
C 3.899 4.768 -2.364 -0.024
C 3.120 3.494 -2.449 -0.313
C 2.579 3.034 -3.645 0.005
C 1.866 1.852 -3.614 -0.090
N 1.702 1.154 -2.489 0.068
C 2.247 1.685 -1.412 -0.740
S 2.112 0.764 0.113 0.701
N 2.942 2.810 -1.313 0.099
H 4.391 4.995 -3.308 0.083
H 4.640 4.699 -1.570 0.084
H 3.229 5.597 -2.126 0.090
H 2.713 3.583 -4.566 0.117
H 1.413 1.432 -4.503 0.121
F -1.146 0.523 -3.631 0.224
B -1.460 -0.054 -2.463 -1.175
F -2.794 -0.169 -2.191 0.182
F -0.769 -1.221 -2.158 0.124
F -0.938 0.914 -1.313 -0.137
```

The multiplicity is 4. Its energy is -2333.730957 Ha. As for the HOMO energy (alpha / beta): -11.28 / -11.70 eV. The calculation puts the energy above the lowest of the compared OMol25 structures with the same formula, charge and spin at 1.27 kJ/mol. As for the total charge: +1.

***

The following is a quantum chemistry calculation of one molecule with the formula C19H18Br2N4, from the OMol25 dataset.

Structure (XYZ):
```
43
Properties=species:S:1:pos:R:3:lowdin_charge:R:1
N 0.797 3.419 -0.653 0.152
Br 2.612 2.399 5.764 0.653
Br 3.608 0.131 0.683 0.665
C 0.477 2.436 -1.145 -0.217
C 0.235 1.405 -2.036 -0.151
C -0.367 0.251 -1.749 -0.286
C 0.792 1.993 -5.895 -0.100
C 0.246 0.745 -6.297 -0.078
C 3.013 0.862 3.383 -0.198
C 0.897 2.367 -4.524 0.004
C -0.134 -0.173 -5.262 -0.010
C 0.981 0.072 4.597 -0.065
C 1.603 -1.016 2.538 -0.047
C 2.151 0.951 4.499 -0.566
C 2.658 -0.078 2.404 -0.595
C 0.454 1.448 -3.509 -0.092
C -0.083 0.289 -3.950 -0.245
C 0.739 -0.912 3.687 -0.236
N -0.620 -0.466 -2.893 0.157
N -0.841 -0.084 -0.514 0.100
N -1.319 -2.012 2.819 -0.075
C -0.410 -1.832 3.958 -0.183
C -1.686 -1.315 -0.241 -0.192
C -1.958 -0.807 2.226 -0.201
C -2.610 -1.116 0.865 -0.218
H 1.129 2.701 -6.647 0.091
H 0.248 0.472 -7.362 0.097
H 3.780 1.594 3.132 0.090
H 1.399 3.309 -4.321 0.103
H -0.492 -1.140 -5.514 0.090
H 0.249 0.164 5.436 0.123
H 1.443 -1.754 1.801 0.091
H -1.270 -1.276 -2.959 0.166
H -0.478 0.385 0.294 0.115
H -2.068 -2.688 3.113 0.134
H -1.117 -1.489 4.715 0.119
H 0.034 -2.793 4.136 0.121
H -2.289 -1.575 -1.182 0.135
H -1.101 -2.179 0.068 0.109
H -1.420 0.087 2.155 0.090
H -2.822 -0.558 2.886 0.121
H -3.258 -1.968 0.894 0.110
H -3.203 -0.250 0.598 0.118
```

Its energy is -6101.813988 Ha. As for the HOMO energy: -7.67 eV. The calculation puts the energy above the lowest of the compared OMol25 structures with the same formula, charge and spin at 133.33 kJ/mol.

***

- What is the energy above the lowest of the compared OMol25 structures with the same formula, charge and spin in the first record?
  1.27 kJ/mol

***

- energy of number 1 (C19H18BF4N10O2ReS)?
  -2333.730957 Ha

***

- Which formula does entry 1 have?
  C19H18BF4N10O2ReS

***

- Look up the energy of the first one.
  -2333.730957 Ha